No. 1
The following is a quantum chemistry calculation of a molecular structure, C5H8ClOP at a distorted geometry, from the OMol25 dataset.

Structure (XYZ):
```
16
Properties=species:S:1:pos:R:3
C 0.765 0.211 0.729
C -0.194 -0.862 0.347
C 1.708 0.930 0.028
C 0.302 -1.834 -0.423
C -1.627 -0.692 0.813
O -0.359 1.121 -2.490
P 0.418 1.993 -1.608
Cl -0.857 2.907 -0.237
H 0.482 0.675 1.634
H 2.165 1.696 0.461
H 2.049 0.430 -0.881
H 1.352 -1.946 -0.680
H -0.425 -2.552 -0.831
H -2.087 -1.630 0.876
H -2.142 0.077 0.376
H -1.549 -0.523 1.887
```

Calculated total energy: -29172.238 eV
Spin multiplicity: 1
Total charge: 0
HOMO energy: -0.33039 Eh
ΔE to the lowest compared entry with this formula, charge and spin: 1.9963 eV

No. 2
The following is a quantum chemistry calculation of 2 unconnected molecules or ions with the total composition C3H4Cl2N2O4 at a distorted geometry, from the OMol25 dataset.

Structure (XYZ):
```
15
Properties=species:S:1:pos:R:3
C 1.599 0.113 0.246
C -1.167 1.324 -0.371
C 0.137 -0.389 0.064
N -0.235 -1.086 -1.189
N -0.445 -0.795 1.264
O 0.754 -1.260 -1.905
O 0.220 -0.671 2.262
O -1.387 -1.294 -1.443
O -1.553 -1.233 1.318
Cl -0.474 1.974 -1.775
Cl -1.156 2.275 1.052
H 1.927 1.021 -0.249
H 1.741 0.127 1.387
H 2.057 -0.826 -0.124
H -2.019 0.720 -0.537
```

Calculated total energy: -39382.383 eV
Spin multiplicity: 1
Total charge: 0
HOMO energy (spin up / spin down): -0.37806 / -0.37805 Eh
ΔE to the lowest compared entry with this formula, charge and spin: 0.0000 eV

No. 3
The following is a quantum chemistry calculation of 2 unconnected molecules or ions with the total composition C6H6NO2S2 at a distorted geometry, from the OMol25 dataset.

Structure (XYZ):
```
17
Properties=species:S:1:pos:R:3
C -0.259 -1.845 -1.442
C 0.037 -2.202 1.983
C 0.155 1.821 -0.316
C -1.263 1.123 -0.040
C 1.233 0.840 -0.798
C 0.129 -1.042 0.956
N -0.214 -2.188 -2.532
O -1.149 -2.154 2.442
O 0.981 -2.909 2.325
S -1.328 -0.170 1.216
S 1.688 -0.373 0.489
H 0.141 2.333 -1.256
H 0.500 2.493 0.392
H -1.995 1.854 0.375
H -1.658 0.670 -0.924
H 0.860 0.410 -1.731
H 2.141 1.341 -1.138
```

Calculated total energy: -33573.632 eV
Spin multiplicity: 1
Total charge: -1
HOMO energy: -0.20059 Eh
ΔE to the lowest compared entry with this formula, charge and spin: 2.1280 eV

No. 4
The following is a quantum chemistry calculation of a molecular structure, C21H44Ag2Cl6O6 at a distorted geometry, from the OMol25 dataset.

Structure (XYZ):
```
79
Properties=species:S:1:pos:R:3
Ag 1.750 -1.300 3.801
Ag -0.571 1.363 2.503
O -2.281 -2.184 4.381
H -1.753 -1.841 3.657
H -2.096 -1.663 5.166
H -1.960 -3.078 4.518
C -1.643 -1.068 0.470
C -0.536 -1.570 1.428
C 0.863 -1.349 0.843
O -0.611 -0.977 2.664
H -1.715 0.017 0.396
H -2.610 -1.443 0.805
H -1.508 -1.429 -0.550
H -0.687 -2.637 1.595
H 1.231 -0.329 0.952
H 0.853 -1.564 -0.226
H 1.694 -1.865 1.324
C -5.628 -1.584 -0.822
Cl -6.261 -1.184 0.788
Cl -4.507 -0.331 -1.515
Cl -6.862 -2.109 -1.940
H -4.939 -2.417 -0.685
C 3.987 -1.097 -2.721
Cl 5.336 0.061 -2.883
Cl 2.799 -1.237 -4.018
Cl 3.298 -0.752 -1.062
H 4.430 -2.084 -2.587
C -3.898 4.170 2.251
C -4.489 3.408 1.079
C -3.322 2.448 0.699
O -2.198 2.866 1.481
C -2.384 4.112 2.181
H -4.179 3.697 3.193
H -4.228 5.209 2.238
H -4.761 4.000 0.205
H -5.249 2.697 1.402
H -3.010 2.591 -0.336
H -3.694 1.448 0.924
H -1.959 4.880 1.535
H -1.837 4.139 3.124
C 2.511 3.463 -0.573
C 1.218 3.788 -1.135
C 0.286 2.747 -0.691
O 0.587 2.649 0.704
C 2.034 2.684 0.650
H 3.095 4.328 -0.261
H 3.193 3.048 -1.315
H 1.251 3.801 -2.224
H 0.812 4.753 -0.832
H 0.292 1.787 -1.208
H -0.741 3.085 -0.830
H 2.350 1.656 0.475
H 2.481 3.045 1.576
C 6.135 0.178 1.470
C 6.333 -1.316 1.844
C 4.968 -1.819 2.301
O 4.201 -0.661 2.683
C 4.874 0.567 2.298
H 5.801 0.104 0.435
H 7.022 0.793 1.618
H 6.961 -1.372 2.734
H 6.748 -1.950 1.061
H 4.920 -2.519 3.136
H 4.301 -2.202 1.528
H 5.125 1.150 3.184
H 4.185 1.168 1.704
C -1.740 -4.365 -4.697
C -0.959 -2.986 -4.335
C -1.985 -2.341 -3.405
O -3.268 -2.742 -3.912
C -3.080 -3.671 -4.979
H -1.777 -5.029 -3.833
H -1.260 -4.810 -5.569
H -0.871 -2.381 -5.237
H -0.064 -3.277 -3.784
H -1.949 -1.252 -3.419
H -1.920 -2.692 -2.375
H -2.995 -3.100 -5.903
H -3.938 -4.323 -5.144
```

Calculated total energy: -117895.839 eV
Spin multiplicity: 2
Total charge: +1
HOMO energy (spin up / spin down): -0.28990 / -0.41287 Eh

No. 5
The following is a quantum chemistry calculation of C18H35BN2O6S in the gas phase at a distorted geometry, from the OMol25 dataset.

Structure (XYZ):
```
63
Properties=species:S:1:pos:R:3
C -3.797 2.353 -2.222
C -4.359 0.908 -2.818
C -4.499 -0.253 -1.622
C -2.977 -0.793 -1.346
C -2.868 -2.107 -0.371
C -1.699 -1.916 0.771
C -0.533 -3.067 0.768
C 0.994 -2.491 0.485
C 1.493 -1.346 1.544
C 2.435 -2.187 2.650
O 1.564 -3.222 3.229
C 1.569 -3.202 4.700
S -0.228 -3.562 5.241
O 2.351 -0.303 1.039
C 1.720 0.851 0.422
N 0.347 1.232 0.880
C 0.296 1.739 2.149
O 0.487 2.093 3.448
B 2.725 2.140 0.821
O 4.094 1.812 1.358
O 2.427 3.561 0.658
C 1.748 3.900 -0.591
C 1.808 5.566 -0.729
N 1.881 0.719 -1.065
C 2.991 -0.154 -1.524
C 0.642 0.725 -1.878
C 0.177 -0.617 -2.763
O -0.184 1.793 -2.069
H -3.085 2.855 -3.034
H -4.692 3.095 -1.963
H -3.129 2.186 -1.251
H -3.513 0.536 -3.572
H -5.347 1.048 -3.431
H -5.006 0.192 -0.645
H -5.137 -1.131 -2.102
H -2.544 -1.127 -2.406
H -2.353 0.147 -0.964
H -3.907 -2.194 0.192
H -2.761 -3.078 -1.016
H -1.179 -0.891 0.556
H -2.229 -1.919 1.826
H -0.788 -3.812 -0.129
H -0.624 -3.709 1.746
H 1.031 -2.194 -0.641
H 1.708 -3.441 0.598
H 0.557 -1.030 2.170
H 3.375 -2.678 2.103
H 2.847 -1.399 3.412
H 1.829 -2.164 5.181
H 2.264 -4.078 5.113
H -0.931 -2.385 4.832
H 4.786 1.953 0.642
H 2.183 3.396 -1.556
H 0.590 3.665 -0.423
H 0.714 5.997 -0.519
H 2.492 6.047 0.104
H 2.082 5.921 -1.815
H 3.240 0.144 -2.653
H 4.016 0.033 -0.940
H 2.803 -1.307 -1.535
H -0.373 -1.422 -2.117
H 1.074 -1.130 -3.314
H -0.595 -0.297 -3.613
```

Calculated total energy: -45999.905 eV
Spin multiplicity: 1
Total charge: 0
HOMO energy: -0.34473 Eh
ΔE to the lowest compared entry with this formula, charge and spin: 10.7279 eV
SMILES string: CCCCCCCC[C@@H](COCS)O[C@@](N=C=O)(B(O)OCC)N(C)C(C)=O

No. 6
The following is a quantum chemistry calculation of a molecular structure, C4H12N3O at a distorted geometry, from the OMol25 dataset.

Structure (XYZ):
```
20
Properties=species:S:1:pos:R:3
C 0.826 -0.153 1.631
C 1.086 -1.133 2.715
C 0.522 -0.717 0.303
C -0.607 0.524 -0.745
N -0.009 1.834 -0.419
N -0.696 0.250 -2.095
N -1.875 -0.422 -2.467
O 0.888 1.062 1.811
H 0.158 -1.638 2.979
H 1.779 -1.898 2.366
H 1.486 -0.638 3.596
H 0.006 -1.666 0.319
H 1.411 -0.766 -0.319
H -1.580 0.408 -0.274
H 0.436 1.705 0.630
H -0.715 2.574 -0.416
H 0.160 0.008 -2.589
H -2.255 -0.004 -3.312
H 0.719 2.088 -1.090
H -1.742 -1.418 -2.623
```

Calculated total energy: -10852.212 eV
Spin multiplicity: 1
Total charge: +1
HOMO energy: -0.49277 Eh
ΔE to the lowest compared entry with this formula, charge and spin: 2.8812 eV

No. 7
The following is a quantum chemistry calculation of a molecular structure, C22H42NOP3RuS at a distorted geometry, from the OMol25 dataset.

Structure (XYZ):
```
71
Properties=species:S:1:pos:R:3
Ru 0.231 0.400 -0.065
P 1.761 0.991 1.553
P -0.729 2.204 -0.675
P 1.864 -0.400 -1.429
H -0.973 -3.222 0.846
C 0.098 -3.325 0.669
C 1.024 -2.998 1.596
H 0.692 -2.475 2.505
C 1.031 1.216 3.218
C 2.388 2.664 1.108
C 3.310 0.058 1.927
C -2.297 1.901 -1.508
C -1.224 3.154 0.781
C 0.342 2.979 -1.871
C 2.876 -1.909 -1.093
C 3.269 0.769 -1.706
C 1.404 -0.681 -3.177
H 0.375 -3.448 -0.378
H 2.117 -3.004 1.440
H 0.853 0.236 3.677
H 0.064 1.728 3.148
H 1.681 1.790 3.896
H 1.554 3.332 0.855
H 3.046 2.589 0.235
H 2.955 3.099 1.942
H 3.040 -0.943 2.295
H 3.891 0.575 2.713
H 3.951 -0.055 1.042
H -2.155 1.850 -2.585
H -3.004 2.692 -1.250
H -2.724 0.952 -1.182
H -1.473 4.158 0.436
H -0.434 3.195 1.533
H -2.094 2.665 1.243
H -0.215 3.825 -2.277
H 0.586 2.248 -2.659
H 1.274 3.296 -1.386
H 3.473 -2.116 -1.993
H 2.238 -2.772 -0.876
H 3.567 -1.747 -0.251
H 3.811 0.395 -2.585
H 3.956 0.799 -0.850
H 2.891 1.773 -1.927
H 2.331 -0.623 -3.776
H 0.706 0.096 -3.505
H 0.953 -1.675 -3.320
C -2.244 -1.391 -2.517
C -3.203 -0.673 -3.287
C -3.260 -0.931 -4.655
C -2.579 -2.026 -5.210
C -1.814 -2.842 -4.358
C -1.673 -2.578 -2.999
O -1.903 -0.970 -1.277
H -0.848 -0.555 -1.071
H -3.854 0.081 -2.829
H -3.744 -0.231 -5.331
H -2.698 -2.311 -6.266
H -1.302 -3.710 -4.749
H -1.153 -3.218 -2.272
S -2.016 -0.436 1.210
C -1.961 -0.412 2.905
N -1.493 -1.523 3.566
C -1.366 -1.539 4.923
C -1.651 -0.389 5.629
C -2.204 0.733 4.995
C -2.385 0.700 3.623
H -1.179 -2.309 2.986
H -1.018 -2.480 5.351
H -1.432 -0.365 6.689
H -2.498 1.615 5.563
H -2.804 1.526 3.050
```

Calculated total energy: -68271.132 eV
Spin multiplicity: 5
Total charge: +4
HOMO energy (spin up / spin down): -0.69622 / -0.74846 Eh
ΔE to the lowest compared entry with this formula, charge and spin: 4.7155 eV

No. 8
The following is a quantum chemistry calculation of C7H5NO2S2 in the gas phase at a distorted geometry, from the OMol25 dataset.

Structure (XYZ):
```
17
Properties=species:S:1:pos:R:3
C 0.583 1.863 -0.413
C -0.395 -1.042 0.629
C -2.837 1.738 -0.060
C -0.659 1.405 -0.212
C -1.027 0.142 0.446
C 1.996 -0.770 0.002
C 0.910 -1.501 0.243
N -1.754 2.187 -0.537
O 1.692 1.095 1.791
O 3.179 1.591 -0.112
S -2.755 0.236 0.826
S 1.963 1.006 0.379
H 0.818 2.788 -0.902
H -1.006 -1.821 1.074
H -3.784 2.232 -0.173
H 2.949 -1.137 -0.326
H 0.987 -2.581 0.168
```

Calculated total energy: -34590.749 eV
Spin multiplicity: 3
Total charge: 0
HOMO energy (spin up / spin down): -0.24676 / -0.37378 Eh

No. 9
The following is a quantum chemistry calculation of a molecular structure, C4H5O6Sr at a distorted geometry, from the OMol25 dataset.

Structure (XYZ):
```
16
Properties=species:S:1:pos:R:3
H -0.782 -1.981 -0.340
C -1.151 -1.319 0.470
C -1.925 -0.188 -0.197
O -1.140 0.517 -1.188
C -0.255 1.405 -0.827
O -0.173 1.848 0.329
O 0.618 1.628 -1.758
Sr 0.868 0.816 2.010
O -0.095 -0.928 1.273
H -1.914 -1.910 1.016
H -2.314 0.547 0.518
H -2.767 -0.599 -0.766
H 1.421 0.940 -1.652
O 3.000 0.396 1.296
O 3.175 -0.693 -0.686
C 3.434 -0.478 0.501
```

Calculated total energy: -17349.792 eV
Spin multiplicity: 2
Total charge: 0
HOMO energy (spin up / spin down): -0.24935 / -0.33936 Eh
ΔE to the lowest compared entry with this formula, charge and spin: 0.0000 eV

No. 10
The following is a quantum chemistry calculation of 3 unconnected molecules or ions with the total composition C16H35F3O12P2Si at a distorted geometry, from the OMol25 dataset.

Structure (XYZ):
```
69
Properties=species:S:1:pos:R:3
C -0.693 1.938 1.412
Si -1.388 1.779 -0.347
C -0.732 3.327 -1.271
C -3.298 1.795 -0.349
C -0.655 0.232 -1.233
O -0.778 -1.042 -0.560
C -0.347 -1.947 -1.543
O 0.244 -2.946 -1.369
O -0.707 -1.451 -2.750
C -0.887 0.009 -2.745
C -2.297 0.144 -3.349
C -2.703 1.557 -3.841
O -2.239 1.866 -5.158
C -0.921 2.362 -5.175
C -0.680 3.005 -6.564
F -1.121 4.277 -6.535
F -1.231 2.328 -7.546
F 0.657 3.106 -6.733
H -1.248 1.346 2.154
H 0.380 1.670 1.392
H -0.726 2.997 1.730
H -0.395 2.977 -2.263
H 0.110 3.795 -0.742
H -1.514 4.093 -1.396
H -3.652 1.971 0.680
H -3.672 2.640 -0.947
H -3.650 0.825 -0.731
H 0.439 0.454 -1.192
H -0.018 0.332 -3.328
H -2.304 -0.497 -4.250
H -3.069 -0.275 -2.687
H -2.420 2.376 -3.159
H -3.804 1.564 -3.907
H -0.221 1.512 -5.118
H -0.724 3.155 -4.437
C 6.118 1.063 0.164
O 4.828 1.006 0.800
P 3.733 -0.122 0.179
O 2.498 0.390 0.833
O 4.394 -1.333 1.051
C 4.494 -1.185 2.463
O 2.892 -1.218 -0.769
C 3.632 -1.817 -1.853
H 6.730 1.783 0.703
H 6.607 0.085 0.197
H 6.016 1.389 -0.872
H 3.789 -0.446 2.847
H 5.511 -0.891 2.732
H 4.271 -2.147 2.921
H 4.492 -2.371 -1.470
H 3.971 -1.050 -2.553
H 2.972 -2.505 -2.378
C -0.276 -3.907 5.374
O -0.439 -2.493 5.580
P -1.345 -1.666 4.415
O -0.936 -0.283 4.788
O -2.761 -2.106 5.102
C -2.993 -1.772 6.464
O -2.129 -1.310 2.977
C -2.420 -2.418 2.103
H 0.271 -4.313 6.222
H -1.250 -4.401 5.309
H 0.293 -4.094 4.462
H -2.365 -0.943 6.793
H -2.806 -2.643 7.095
H -4.037 -1.477 6.569
H -3.075 -3.137 2.600
H -1.495 -2.908 1.793
H -2.923 -2.032 1.219
```

Calculated total energy: -76336.052 eV
Spin multiplicity: 1
Total charge: 0
HOMO energy: -0.36280 Eh
SMILES string: C[Si](C)(C)[C@H]1OC(=O)O[C@H]1CCOCC(F)(F)F.COP(=O)(OC)OC.COP(=O)(OC)OC

No. 11
The following is a quantum chemistry calculation of C3H10N4 in the gas phase at a distorted geometry, from the OMol25 dataset.

Structure (XYZ):
```
17
Properties=species:S:1:pos:R:3
C 1.733 -0.801 -0.746
C 1.108 0.943 0.842
C -1.718 -0.087 -0.146
H 2.618 -0.967 -0.143
H 1.388 -1.799 -1.127
H 2.032 -0.118 -1.560
H 1.888 0.600 1.531
H 1.504 1.776 0.247
H 0.279 1.304 1.426
H -0.342 0.997 -1.192
H -2.660 -1.158 1.205
H -0.891 -1.205 1.285
H -2.604 1.252 -1.205
N 0.679 -0.200 0.095
N -0.444 0.109 -0.706
N -1.777 -1.143 0.710
N -2.792 0.497 -0.517
```

Calculated total energy: -9232.693 eV
Spin multiplicity: 1
Total charge: 0
HOMO energy: -0.32379 Eh
ΔE to the lowest compared entry with this formula, charge and spin: 0.8907 eV
SMILES string: [H]/N=C(/N)NN(C)C

No. 12
The following is a quantum chemistry calculation of a molecular structure, C10H11P at a distorted geometry, from the OMol25 dataset.

Structure (XYZ):
```
22
Properties=species:S:1:pos:R:3
C -3.609 -0.304 0.055
C -2.717 -0.886 0.940
C -3.168 0.660 -0.837
C -1.388 -0.503 0.945
C -1.847 1.058 -0.825
C -0.940 0.490 0.073
C 1.450 -1.270 -1.003
C 0.412 0.989 0.116
C 1.771 -0.310 -0.170
C 2.990 -0.112 0.636
P 0.813 2.602 0.242
H -4.648 -0.600 0.063
H -3.061 -1.637 1.637
H -3.858 1.120 -1.528
H -0.691 -0.941 1.644
H -1.494 1.813 -1.514
H 2.140 -2.073 -1.223
H 0.496 -1.310 -1.499
H 2.735 -0.025 1.692
H 3.521 0.796 0.344
H 3.663 -0.958 0.502
H 2.204 2.471 0.128
```

Calculated total energy: -19834.469 eV
Spin multiplicity: 1
Total charge: 0
HOMO energy: -0.31645 Eh
ΔE to the lowest compared entry with this formula, charge and spin: 1.9762 eV

No. 13
The following is a quantum chemistry calculation of C6H8OS3 in the gas phase at a distorted geometry, from the OMol25 dataset.

Structure (XYZ):
```
18
Properties=species:S:1:pos:R:3
C -1.476 0.431 -0.799
C -1.234 -1.720 0.048
C 1.039 0.532 -0.660
C 1.344 -0.914 -0.186
C -0.340 1.159 -0.323
C -0.384 1.350 1.198
O 0.668 -3.463 -0.392
S -2.917 0.725 -1.308
S -2.146 -2.370 1.141
S 0.216 -2.158 -0.877
H 1.867 1.227 -0.287
H 0.944 0.462 -1.784
H 2.360 -1.033 -0.629
H 1.459 -0.977 0.933
H -0.099 2.200 -0.769
H -0.654 0.504 1.825
H -1.094 2.241 1.384
H 0.446 1.803 1.484
```

Calculated total energy: -40899.597 eV
Spin multiplicity: 1
Total charge: 0
HOMO energy: -0.27890 Eh
ΔE to the lowest compared entry with this formula, charge and spin: 3.2454 eV

No. 14
The following is a quantum chemistry calculation of C5H6N4O in the gas phase at a distorted geometry, from the OMol25 dataset.

Structure (XYZ):
```
16
Properties=species:S:1:pos:R:3
C 0.502 1.636 -0.183
C -0.492 -0.172 -1.189
C -2.418 -0.225 0.197
C 1.268 -1.675 -0.045
C 0.696 2.331 0.829
N 0.315 1.009 -1.219
N -1.864 -0.039 -0.887
N -0.001 -1.045 0.108
N -0.625 -0.798 1.094
O -3.356 -0.310 0.859
H -0.368 -0.731 -2.160
H 1.160 -2.708 -0.245
H 1.913 -1.062 -0.815
H 1.845 -1.640 0.852
H 1.538 2.411 1.581
H -0.112 3.017 1.225
```

Calculated total energy: -13285.453 eV
Spin multiplicity: 1
Total charge: 0
HOMO energy: -0.32610 Eh
ΔE to the lowest compared entry with this formula, charge and spin: 5.2645 eV